[1]
Below is one molecule with the formula C5H9IN3P, with properties calculated with ωB97M-V/def2-TZVPD.

Structure (XYZ):
```
19
Properties=species:S:1:pos:R:3:mulliken_charge:R:1
H 0.424 0.602 1.694 0.457
H -1.228 0.592 2.126 0.585
I -3.170 0.492 -0.025 0.122
C -0.484 -2.013 0.826 -0.011
H 1.913 0.522 -0.834 0.215
P -0.263 1.056 -1.575 0.077
C -0.546 1.031 1.467 -1.661
H 1.254 2.134 0.071 0.246
H -0.728 2.398 -1.330 0.040
C -0.990 0.516 0.143 0.174
H -0.475 2.152 1.464 0.288
C 1.412 1.546 -0.900 -0.815
N -0.523 -1.029 -0.053 0.804
N 0.126 -1.325 -1.137 -0.854
H 1.956 1.963 -1.848 0.365
N 0.247 -3.029 0.333 -0.590
H 1.309 -3.091 -1.398 0.366
H -0.751 -1.936 1.874 0.365
C 0.517 -2.581 -0.897 -0.174
```

---

[2]
Below is one molecule with the formula C5H9IO2, with properties calculated with ωB97M-V/def2-TZVPD.

Structure (XYZ):
```
17
Properties=species:S:1:pos:R:3:mulliken_charge:R:1
O 1.245 1.377 1.683 -0.493
I 2.982 -0.206 -0.171 -0.036
H -2.283 -0.914 0.419 0.306
H 0.994 2.063 0.961 0.433
C -0.316 -1.441 -0.602 -0.738
O 0.486 1.638 -1.434 -0.460
H -0.928 -1.695 -1.468 0.306
H -1.395 0.758 -1.385 0.431
C 1.138 0.138 1.044 -0.582
C -1.241 -1.001 0.627 -1.108
H 1.075 -0.677 1.806 0.548
H -0.930 -1.474 1.480 0.338
H 0.792 0.815 -1.827 0.359
H 0.336 -2.319 -0.363 0.251
C -0.260 -0.067 0.120 1.300
H -1.100 1.881 -0.151 0.423
C -0.595 1.125 -0.740 -1.279
```

---

[3]
Below is one molecule with the formula C5H9IO5, with properties calculated with ωB97M-V/def2-TZVPD.

Structure (XYZ):
```
20
Properties=species:S:1:pos:R:3:mulliken_charge:R:1
H 1.657 1.432 -1.979 0.359
H -1.372 -0.684 1.162 0.597
H -2.543 0.376 0.047 0.364
O -0.533 1.458 1.598 -0.422
H -0.766 1.178 -0.998 0.305
I 3.707 0.196 0.090 -0.042
C -1.223 0.185 -1.381 -0.605
H 0.973 0.300 2.322 0.381
O 0.117 -2.083 1.304 -0.591
H -1.256 -0.035 -2.501 0.319
O -2.510 0.019 -0.860 -0.575
H -0.250 2.004 2.295 0.377
O 1.459 1.520 -1.038 -0.448
H 0.884 -2.342 0.812 0.388
C 0.223 0.401 1.439 0.093
C -0.420 -0.886 0.868 -0.590
H -0.526 -1.833 -1.186 0.363
C -0.330 -0.851 -0.703 0.217
C 1.611 0.373 -0.345 -0.091
O 1.097 -0.727 -0.947 -0.401
```

---

[4]
Below is one molecule with the formula C5H9N, with properties calculated with ωB97M-V/def2-TZVPD.

Structure (XYZ):
```
15
Properties=species:S:1:pos:R:3:mulliken_charge:R:1
C 2.162 -1.703 -1.149 -0.753
N -1.032 1.469 0.725 -0.147
H -2.768 1.101 1.782 0.323
H -1.437 -0.014 2.118 0.302
C 0.046 1.008 0.034 -0.144
C 1.354 -0.642 -1.228 -0.358
H -0.214 -1.123 0.162 0.310
C -1.952 0.543 1.330 -0.963
H 0.795 1.701 -0.330 0.329
H 1.871 -2.576 -0.571 0.256
C 0.336 -0.277 -0.234 -0.279
H 1.474 0.056 -2.050 0.310
H 2.934 -1.823 -1.899 0.273
H -1.238 2.450 0.712 0.241
H -2.333 -0.172 0.600 0.300
```

---

[5]
Below is a 2-piece molecular cluster, C5H9N overall, with properties calculated with ωB97M-V/def2-TZVPD.

Structure (XYZ):
```
15
Properties=species:S:1:pos:R:3:mulliken_charge:R:1
H -0.727 1.505 0.371 0.298
C 0.289 1.128 0.252 0.131
N 0.004 -1.638 -1.672 -0.619
H 0.574 -0.786 -1.717 0.367
H 0.465 1.850 -1.732 0.311
C -1.907 -1.370 -0.025 -0.961
H 1.117 1.140 2.231 0.318
H -1.779 -1.647 1.015 0.281
C 0.926 1.322 -0.902 -1.047
C 0.882 0.422 1.436 -0.906
H -2.863 -0.989 -0.363 0.258
H 1.948 0.971 -1.045 0.376
H 1.804 -0.102 1.165 0.282
H 0.181 -0.307 1.857 0.217
C -0.915 -1.499 -0.873 0.694
```

---

[6]
Below is C5H9N as an isolated structure, with properties calculated with ωB97M-V/def2-TZVPD.

Structure (XYZ):
```
15
Properties=species:S:1:pos:R:3:mulliken_charge:R:1
C -0.859 -0.012 0.391 0.794
H -1.147 1.248 -2.263 0.252
C 1.622 0.368 0.913 -1.170
C -0.548 -0.330 -0.992 -0.389
C -0.757 0.238 -2.216 -0.918
H -0.553 -0.320 -3.115 0.265
H -0.113 -1.341 -0.958 0.234
H -1.253 -0.563 2.255 0.314
N -1.014 -0.999 1.375 -0.553
H 2.266 1.216 1.162 0.347
H 2.120 -0.225 0.139 0.283
C 0.275 0.834 0.421 -0.429
H -1.782 -1.624 1.172 0.222
H 1.522 -0.286 1.775 0.321
H 0.221 1.797 -0.060 0.428
```

---

Which HOMO level belongs to each record? In order, -9.2, -9.3, -8.1, -7.4, -9.1, -6.7 eV.
Which ΔE to the lowest compared entry with this formula, charge and spin belongs to each record? In order, 1.057, 1.729, 1.025, 1.572, 2.116, 3.884 eV.